Record 1
A 2-piece molecular cluster, CH3NS2 overall. Source: the Open Molecules 2025 dataset; level of theory: the ωB97M-V functional and the def2-TZVPD basis.

```
7
Properties=species:S:1:pos:R:3:forces:R:3
C 0.1517 0.2985 0.9650 -1.8 -2.3 -1.7
N -1.0411 0.7556 0.3105 0.6 1.8 -2.0
S -1.4820 -0.4304 1.2646 -0.1 -1.7 1.6
S 0.3275 0.0408 -2.3474 0.1 0.3 -0.2
H 0.8768 -0.3571 0.4822 -0.3 0.3 -0.2
H 0.4478 0.9218 1.6946 1.4 1.9 2.6
H 0.7192 -1.2291 -2.3696 0.1 -0.4 -0.1
```
Forces are in eV/Å.

Total charge: 0
Largest force on an atom in eV/Å: 3.51
Frontier orbital gap (spin up / spin down) in eV: 9.57 / 5.77
Calculated total energy in eV: -24241.82008
Highest occupied orbital energy (spin up / spin down) in eV: -9.8800 / -8.1948

=====

Record 2
CH3NS2 as an isolated structure. Source: the Open Molecules 2025 dataset; level of theory: the ωB97M-V functional and the def2-TZVPD basis.

```
7
Properties=species:S:1:pos:R:3:forces:R:3
C -0.5008 -0.0632 0.1215 2.4 3.2 -0.6
N 1.0491 0.9841 -0.0193 -5.7 -0.8 3.4
S -1.9020 0.6767 0.2092 0.0 0.1 -0.1
S 0.0503 -1.6181 0.2972 -0.1 -3.0 0.0
H 0.6495 1.8711 -0.3022 -0.2 -0.1 -0.1
H 1.7416 0.7211 -0.6109 2.1 -1.6 -2.6
H -1.0878 -2.5718 0.3046 1.4 2.3 0.0
```
Forces are in eV/Å.

Total charge: 0
Largest force on an atom in eV/Å: 6.67
Frontier orbital gap in eV: 8.81
Calculated total energy in eV: -24243.67629
Highest occupied orbital energy in eV: -9.0289

=====

Record 3
One molecule with the formula CH3NSSi. Source: the Open Molecules 2025 dataset; level of theory: the ωB97M-V functional and the def2-TZVPD basis.

```
7
Properties=species:S:1:pos:R:3:forces:R:3
N 2.3011 1.2216 0.1777 0.7 0.8 0.1
C 1.7550 0.2255 0.0434 -1.3 -1.7 -0.1
S 0.7707 -1.1987 -0.1182 1.4 0.3 -0.2
Si -1.1297 -0.1346 -0.0050 1.5 -0.4 -0.3
H -0.4787 1.1316 -0.3937 -1.0 0.3 0.3
H -1.3713 -0.4531 1.4202 -0.8 0.5 -0.3
H -1.8472 -0.7923 -1.1244 -0.5 0.2 0.5
```
Forces are in eV/Å.

SMILES: N#CS[SiH3]
Total charge: 0
Largest force on an atom in eV/Å: 2.19
Frontier orbital gap in eV: 9.89
Calculated total energy in eV: -21287.47718
Highest occupied orbital energy in eV: -9.8529

=====

Record 4
CH3O2 as an isolated structure. Source: the Open Molecules 2025 dataset; level of theory: the ωB97M-V functional and the def2-TZVPD basis.

```
6
Properties=species:S:1:pos:R:3:forces:R:3
C 0.6255 -1.0099 -0.2859 -3.1 4.7 -2.1
O -0.8453 1.1377 -0.0291 0.3 -0.5 -0.8
O -0.0898 0.3645 0.7128 0.9 -2.1 -2.3
H 1.0082 -1.4683 0.5191 1.6 -1.9 2.5
H 0.5220 -0.8967 -1.4218 0.1 0.0 2.1
H -1.2205 1.8727 0.5049 0.3 -0.2 0.7
```
Forces are in eV/Å.

Total charge: +1
Largest force on an atom in eV/Å: 6.01
Frontier orbital gap (spin up / spin down) in eV: 8.37 / 11.73
Calculated total energy in eV: -5164.47356
Highest occupied orbital energy (spin up / spin down) in eV: -16.9479 / -18.7826

=====

Record 5
An isolated ion of composition CH3O2S2 and charge -1. Source: the Open Molecules 2025 dataset; level of theory: the ωB97M-V functional and the def2-TZVPD basis.

```
8
Properties=species:S:1:pos:R:3:forces:R:3
C -0.1441 -0.1691 -0.1137 0.4 4.0 0.4
S -1.9883 0.3525 -0.2195 0.3 4.3 3.1
O -2.1301 0.7610 -1.6094 -0.3 -0.1 -0.1
O -2.4298 1.7719 0.9058 2.1 -4.9 -3.7
S -2.8347 -1.2620 0.4009 -0.6 -0.5 0.1
H -0.0321 -1.1775 -0.2362 -0.5 -2.8 0.3
H 0.4727 0.1748 -1.0443 -1.2 0.5 1.9
H 0.1779 0.1825 0.9383 -0.1 -0.5 -2.0
```
Forces are in eV/Å.

SMILES: CS(=O)(=O)[S-]
Total charge: -1
Largest force on an atom in eV/Å: 6.42
Frontier orbital gap in eV: 7.88
Calculated total energy in eV: -26849.93528
Highest occupied orbital energy in eV: -4.1764

=====

Record 6
A 2-piece molecular cluster, CH3O3 overall. Source: the Open Molecules 2025 dataset; level of theory: the ωB97M-V functional and the def2-TZVPD basis.

```
7
Properties=species:S:1:pos:R:3:forces:R:3
O 1.6115 0.7080 -1.1776 0.9 1.0 -0.3
H 1.6128 1.2939 -0.3870 -0.3 -1.0 -0.9
H 1.0065 -0.0302 -0.9383 0.1 0.6 0.6
O 0.1476 -0.6364 0.2752 0.2 -1.4 -0.1
O -1.6186 0.5563 0.9072 -0.2 0.1 -0.2
C -1.0435 -0.5052 0.5919 -1.0 1.2 1.1
H -1.7163 -1.3864 0.7286 0.3 -0.5 -0.4
```
Forces are in eV/Å.

Total charge: -1
Largest force on an atom in eV/Å: 1.95
Frontier orbital gap in eV: 8.94
Calculated total energy in eV: -7229.61860
Highest occupied orbital energy in eV: -4.2770